1.
{
  "formula": "C31H49AsCrF5O8SSeTe",
  "method": "ωB97M-V/def2-TZVPD",
  "charge": -2,
  "s_squared": 3.77,
  "gap_ev": [6.44, 6.51],
  "fmax_ev_per_a": 0.6,
  "homo_ha": [-0.09671, -0.09940],
  "spin_multiplicity": 4,
  "e_lumo_ha": [0.1398, 0.1398],
  "elements": ["Te", "Se", "As", "Cr", "S", "F", "F", "F", "F", "F", "O", "O", "O", "O", "O", "O", "O", "O", "C", "C", "C", "C", "C", "C", "C", "C", "C", "C", "C", "C", "C", "C", "C", "C", "C", "C", "C", "C", "C", "C", "C", "C", "C", "C", "C", "C", "C", "C", "C", "H", "H", "H", "H", "H", "H", "H", "H", "H", "H", "H", "H", "H", "H", "H", "H", "H", "H", "H", "H", "H", "H", "H", "H", "H", "H", "H", "H", "H", "H", "H", "H", "H", "H", "H", "H", "H", "H", "H", "H", "H", "H", "H", "H", "H", "H", "H", "H", "H"],
  "coordinates": [[-2.9921, -0.6522, 0.8688], [0.6035, -0.5616, -2.4024], [0.9075, -2.3588, 1.5872], [0.1745, 0.3507, -0.0126], [-0.3989, 0.5672, 3.0173], [-3.1762, -2.5321, 0.8850], [-4.8417, -0.5508, 0.4049], [-3.0507, 1.1998, 0.8968], [-3.0472, -0.6282, -1.0451], [-3.9160, -0.8465, 2.5043], [-0.5227, 1.5695, 4.0491], [1.3938, -1.0023, 0.7219], [-0.0668, 1.2472, 1.7108], [-1.7037, -0.1721, 2.8273], [-1.2036, -0.9674, 0.4853], [1.7754, 1.3887, -0.5019], [0.6574, -0.4247, 3.3220], [-0.9166, 1.6462, -0.9969], [-0.5630, 4.2758, -6.8749], [-0.4755, -2.9546, 2.7920], [5.0336, 0.7080, -1.9051], [-2.2150, 5.4991, -2.6150], [-0.9217, 3.4649, -4.1240], [-0.0150, 2.9061, -6.4719], [0.7221, -3.6782, 0.1782], [4.6993, 3.5225, -0.3516], [-0.9526, 4.5961, -0.6895], [2.7368, 0.8596, -1.1904], [5.7824, -0.6322, -3.9685], [5.8387, -2.1663, -3.9582], [2.5134, -2.8234, 2.5371], [4.7372, -0.1407, -2.9680], [5.9093, 1.6165, 0.7289], [2.4478, -0.0567, -2.2339], [-1.8560, 4.2084, -1.8721], [4.0984, 1.1843, -0.9871], [-3.1591, 3.5866, -1.3492], [3.5770, 2.0886, 1.3560], [7.1829, -0.1075, -3.6484], [0.1511, 1.3804, -4.4677], [-0.6836, 1.8478, -7.3610], [5.4077, -0.1557, -5.3797], [4.5545, 2.0860, 0.1701], [-0.7076, 1.9584, -2.2391], [-0.0561, 1.0821, -3.1341], [3.4060, -0.5382, -3.0980], [1.4972, 2.9017, -6.7420], [-0.2756, 2.5871, -4.9999], [-1.1465, 3.2025, -2.7800], [5.8443, 0.5776, 1.0592], [5.4275, 3.5740, -1.1663], [7.2172, 0.9835, -3.6801], [5.3665, 0.9349, -5.4141], [-0.2886, -2.5288, 3.7702], [-1.6434, 4.3331, -6.7270], [-3.8308, 3.3584, -2.1820], [2.6343, 2.5702, 1.1162], [6.5759, -2.5312, -4.6810], [-1.7626, 1.8375, -7.1946], [-0.0976, 5.0777, -6.2983], [-1.2599, 4.4144, -4.5130], [3.1007, -1.2168, -3.8882], [-1.4617, -2.6797, 2.4468], [5.0270, 4.1911, 0.4512], [6.1147, -2.5298, -2.9662], [0.6688, 0.6524, -5.0849], [1.9951, 3.6550, -6.1284], [2.4346, -3.8256, 2.9598], [-1.3279, 6.0017, -3.0102], [1.7037, 3.1166, -7.7959], [6.7249, 1.6970, 0.0090], [6.1755, 2.2328, 1.5915], [3.3327, 1.0750, 1.6804], [1.9396, 1.9349, -6.4980], [4.4273, -0.5327, -5.6743], [-1.4617, 5.3405, -0.0694], [-0.2854, -3.5818, -0.2267], [-0.0183, 5.0338, -1.0532], [-2.9087, 5.3179, -3.4408], [6.0599, 1.0189, -1.7754], [6.1420, -0.5013, -6.1149], [-0.3645, -4.0433, 2.7854], [-2.7033, 6.1814, -1.9151], [-2.9613, 2.6693, -0.7995], [0.8740, -4.6881, 0.5626], [-0.3555, 4.4562, -7.9334], [7.5134, -0.4303, -2.6591], [1.4500, -3.4554, -0.6003], [-0.3045, 0.8497, -7.1374], [7.8952, -0.4890, -4.3853], [3.3512, -2.7651, 1.8444], [-3.6667, 4.2883, -0.6796], [4.0453, 2.6194, 2.1913], [-0.7127, 3.7353, -0.0713], [4.8710, -2.5999, -4.2132], [3.7397, 3.8826, -0.7272], [2.6317, -2.0841, 3.3271], [-0.4950, 2.0554, -8.4196]],
  "forces_ev_per_a": [[0.04, 0.02, -0.38], [0.05, -0.02, -0.06], [0.19, -0.15, 0.00], [-0.02, 0.10, 0.59], [-0.38, -0.41, 0.32], [-0.08, -0.19, -0.12], [-0.06, -0.02, 0.08], [-0.07, 0.01, 0.12], [-0.04, 0.03, -0.09], [0.19, 0.00, 0.05], [0.02, 0.02, -0.02], [-0.16, 0.13, -0.13], [0.15, 0.21, -0.55], [0.31, 0.39, 0.21], [-0.06, -0.05, -0.01], [-0.18, -0.08, -0.03], [-0.03, -0.06, -0.02], [0.06, -0.02, 0.07], [0.00, 0.00, 0.00], [-0.04, 0.08, -0.01], [-0.02, -0.03, 0.06], [-0.01, 0.00, 0.00], [0.04, 0.03, 0.01], [0.00, 0.00, 0.00], [0.01, -0.01, 0.02], [-0.02, 0.00, -0.01], [0.01, -0.01, -0.04], [-0.01, -0.04, -0.16], [0.00, 0.00, -0.01], [0.00, 0.00, 0.00], [0.00, -0.03, 0.01], [-0.06, -0.01, -0.01], [-0.03, 0.01, -0.06], [-0.01, -0.02, 0.02], [-0.02, 0.01, 0.00], [0.12, 0.02, 0.02], [0.01, -0.02, 0.02], [0.02, 0.04, 0.08], [0.00, 0.00, 0.00], [0.02, -0.02, -0.01], [0.00, 0.00, 0.00], [0.00, 0.00, 0.00], [-0.05, 0.01, 0.03], [-0.07, -0.05, -0.07], [0.01, 0.02, 0.02], [0.04, 0.01, 0.00], [0.00, 0.00, 0.01], [-0.01, 0.01, 0.00], [-0.01, 0.00, 0.00], [0.00, 0.00, 0.00], [0.01, 0.00, 0.00], [0.00, 0.00, 0.00], [0.00, 0.00, 0.00], [0.00, 0.04, 0.01], [0.00, 0.00, 0.00], [0.00, 0.00, 0.00], [0.07, 0.01, 0.06], [0.00, 0.00, 0.00], [0.00, 0.00, 0.00], [0.00, 0.00, 0.00], [0.00, -0.01, 0.00], [0.00, 0.00, 0.00], [-0.01, 0.01, -0.03], [-0.01, 0.00, 0.00], [0.00, 0.00, 0.00], [0.00, 0.00, 0.00], [0.00, 0.00, 0.00], [0.01, 0.00, 0.01], [0.00, 0.01, 0.00], [0.00, 0.00, 0.00], [0.03, 0.00, -0.05], [-0.01, 0.00, -0.01], [-0.01, 0.00, 0.00], [0.00, 0.00, 0.00], [0.00, 0.00, 0.00], [0.00, -0.01, 0.01], [0.00, 0.02, 0.00], [0.00, 0.01, 0.00], [0.01, -0.01, 0.00], [0.05, 0.01, 0.04], [0.00, 0.00, 0.00], [0.02, 0.02, 0.01], [0.00, 0.00, 0.00], [-0.03, 0.06, -0.04], [-0.02, 0.00, 0.00], [0.00, 0.00, 0.00], [0.00, 0.00, 0.00], [0.01, -0.01, 0.01], [0.00, 0.00, 0.00], [0.00, 0.00, 0.00], [0.00, 0.00, 0.00], [0.00, 0.01, 0.00], [0.02, -0.02, 0.02], [0.00, -0.04, 0.01], [0.00, 0.00, 0.00], [0.00, -0.01, 0.00], [-0.02, 0.01, -0.01], [0.00, 0.00, 0.00]],
  "lowdin_spin": [0.004, -0.018, 0.007, 2.856, 0.004, 0.001, 0.000, 0.002, 0.002, 0.001, -0.002, 0.022, 0.022, 0.007, 0.021, 0.020, 0.003, 0.025, 0.000, 0.002, 0.000, 0.000, 0.000, 0.000, 0.001, 0.000, 0.000, 0.003, 0.000, 0.000, 0.000, 0.002, 0.000, 0.003, 0.000, 0.001, 0.000, 0.000, 0.000, -0.001, 0.000, 0.000, 0.000, 0.002, 0.004, -0.001, 0.000, 0.004, 0.002, 0.000, 0.000, 0.000, 0.000, 0.000, 0.000, 0.000, 0.000, 0.000, 0.000, 0.000, 0.000, 0.000, 0.000, 0.000, 0.000, 0.000, 0.000, 0.000, 0.000, 0.000, 0.000, 0.000, 0.000, 0.000, 0.000, 0.000, 0.000, 0.000, 0.000, 0.000, 0.000, 0.000, 0.000, 0.000, 0.000, 0.000, 0.000, 0.000, 0.000, 0.000, 0.000, 0.000, 0.000, 0.000, 0.000, 0.000, 0.000, 0.000]
}

***

2.
{
  "formula": "C31H49ClIrP2",
  "method": "ωB97M-V/def2-TZVPD",
  "charge": 1,
  "s_squared": 6.07,
  "gap_ev": [6.17, 6.23],
  "fmax_ev_per_a": 2.0,
  "homo_ha": [-0.30254, -0.38468],
  "spin_multiplicity": 5,
  "e_lumo_ha": [-0.0758, -0.1558],
  "elements": ["Ir", "Cl", "P", "P", "C", "C", "C", "C", "C", "C", "C", "C", "C", "C", "C", "C", "C", "C", "C", "C", "C", "C", "C", "C", "C", "C", "C", "C", "C", "C", "C", "C", "C", "C", "C", "H", "H", "H", "H", "H", "H", "H", "H", "H", "H", "H", "H", "H", "H", "H", "H", "H", "H", "H", "H", "H", "H", "H", "H", "H", "H", "H", "H", "H", "H", "H", "H", "H", "H", "H", "H", "H", "H", "H", "H", "H", "H", "H", "H", "H", "H", "H", "H", "H"],
  "coordinates": [[0.9559, 0.8907, 0.8289], [-4.1651, -2.2395, -1.6266], [0.8721, -0.6163, -0.7851], [-1.0513, 1.6245, 0.2144], [1.8750, 0.5988, 2.6326], [-5.6236, -4.4144, 1.3774], [-3.3816, -2.7174, 0.9504], [-1.4578, 0.9152, -1.4501], [2.8507, 0.3212, -3.8625], [3.0299, -1.7186, 2.1978], [3.0894, 1.4367, 2.8865], [-0.3242, 0.0508, -2.0064], [0.2805, -2.7806, 3.2809], [2.9873, 2.8600, -3.9228], [0.1820, 2.3279, 3.6403], [-2.5677, 1.3620, 1.1684], [2.5710, 0.0452, -0.9824], [1.8670, -0.8800, 2.5667], [1.9620, 2.8792, -2.8278], [-1.4584, -0.3468, 4.1719], [-4.3560, -2.9843, -0.0924], [0.0828, 2.3481, -4.3924], [-0.7850, 3.4189, 0.1032], [-3.6349, -3.3178, 2.2244], [-5.4312, -3.8242, 0.1276], [0.6460, 2.7865, -3.0758], [-4.7284, -4.1522, 2.4200], [3.7263, 1.5025, -4.0893], [-0.1637, -0.2473, 3.4515], [0.5332, 0.9720, 3.1181], [0.8402, -2.4095, -0.8428], [0.8484, 1.1931, -5.1301], [-2.2726, -1.9163, 0.7150], [1.5859, 0.2117, -4.2816], [0.6419, -1.3472, 3.0834], [-0.9666, 2.0322, -4.2719], [-1.3968, -0.9608, 5.0861], [0.8774, -2.7577, -1.8906], [-2.9446, -3.1171, 3.0394], [-1.2321, 3.8933, 0.9850], [-1.2313, 3.8410, -0.8016], [2.5595, 3.1427, -4.8933], [-1.5899, -1.6684, 1.5270], [3.9676, 0.9633, 2.4394], [-1.8207, 0.6444, 4.4738], [3.7984, -1.1165, 1.6943], [-6.1285, -4.0183, -0.6920], [2.6093, 0.8757, -1.6983], [2.9509, 0.4402, -0.0125], [-0.8899, 2.5408, 3.5239], [0.7573, 3.0942, 3.1035], [-2.2358, -0.8058, 3.5408], [3.7528, 3.6168, -3.7034], [1.6972, -2.8166, -0.2904], [0.2975, 3.6143, 0.1093], [-2.8210, 0.2955, 1.1647], [-0.0937, -2.7465, -0.3654], [0.4164, 2.4338, 4.7147], [-2.4364, 1.6868, 2.2073], [3.4912, -2.1642, 3.0969], [1.4948, 1.6299, -5.9047], [1.0951, -0.7651, -4.1804], [-4.8770, -4.6138, 3.3910], [-1.6636, 1.7589, -2.1254], [1.1322, -3.4374, 3.0648], [2.7437, -2.5483, 1.5301], [3.2800, 1.5692, 3.9601], [4.1488, 1.4601, -5.1105], [3.2160, -0.7865, -1.2880], [2.3340, 3.1787, -1.8386], [2.9207, 2.4177, 2.4338], [-0.0365, -2.9808, 4.3139], [-0.7070, -0.7712, -2.6286], [0.3102, 0.6765, -2.6391], [-2.0221, -1.5947, -0.2910], [-0.5408, -3.0990, 2.6233], [-2.3886, 0.3334, -1.3868], [-6.4679, -5.0895, 1.5332], [3.3677, -0.5661, -3.4876], [0.0568, 3.1973, -5.0995], [4.5840, 1.4678, -3.3974], [0.0860, 0.6221, -5.6867], [-3.4038, 1.9220, 0.7273], [-0.0766, 3.2430, -2.3908]],
  "forces_ev_per_a": [[-0.87, -0.09, 1.61], [0.03, 0.13, -0.40], [-0.81, -0.58, -0.12], [-0.07, 0.75, -0.37], [-0.46, -0.83, 1.75], [0.05, -0.10, 0.10], [-0.87, -0.26, -0.41], [-0.36, 0.10, 0.14], [-0.22, -0.79, -1.14], [0.45, -0.29, -0.22], [0.01, -0.02, -0.13], [0.20, -0.20, -0.56], [0.02, -0.37, -0.09], [0.77, -0.52, -0.33], [0.00, 0.34, 0.14], [-0.24, 0.13, 0.23], [0.32, 0.08, -0.73], [-0.91, 0.26, 1.14], [-0.58, 0.89, -0.08], [-0.51, 0.17, 0.06], [0.35, -0.36, 1.21], [-0.12, -0.14, -0.76], [-0.48, 0.62, -0.24], [-0.45, -0.15, -0.35], [-0.08, 0.10, -0.34], [0.60, 1.01, 0.00], [0.36, 0.24, -0.03], [0.33, 0.64, 0.09], [0.32, 0.99, -0.13], [0.57, -0.84, -0.04], [0.22, -0.60, -0.64], [-0.81, 0.43, -0.33], [0.40, -0.08, 0.15], [0.93, -0.98, -0.44], [1.31, -0.12, -0.51], [0.31, 0.19, 0.10], [0.15, 0.14, -0.33], [-0.02, -0.11, 0.42], [-0.07, -0.06, -0.11], [0.07, 0.00, -0.17], [-0.08, 0.21, 0.21], [-0.10, 0.00, 0.42], [-0.10, -0.05, -0.31], [0.01, 0.25, 0.01], [0.05, -0.26, -0.07], [-0.13, -0.27, 0.09], [0.24, 0.08, 0.32], [0.02, -0.58, 0.22], [0.13, -0.15, -0.10], [0.31, 0.05, 0.00], [-0.26, -0.09, 0.16], [0.10, 0.08, 0.16], [-0.25, -0.08, -0.01], [-0.27, 0.09, -0.17], [-0.52, -0.03, -0.10], [0.06, 0.25, 0.00], [0.38, 0.05, -0.21], [-0.05, -0.13, -0.33], [0.00, -0.05, -0.25], [-0.12, 0.13, -0.33], [0.01, -0.20, 0.35], [0.26, 0.34, 0.12], [-0.02, 0.07, -0.12], [0.03, -0.30, 0.12], [-0.19, 0.15, 0.09], [0.18, 0.27, 0.28], [-0.05, -0.01, -0.18], [-0.04, -0.05, 0.38], [0.19, 0.33, 0.18], [-0.36, 0.02, -0.28], [0.36, 0.07, 0.12], [0.05, 0.09, -0.20], [0.05, 0.22, 0.11], [-0.29, -0.24, 0.17], [-0.14, 0.06, 0.26], [0.13, 0.03, 0.15], [0.19, 0.18, 0.16], [0.28, 0.27, -0.05], [-0.36, 0.20, 0.08], [-0.12, -0.17, 0.32], [-0.25, -0.03, -0.21], [0.27, 0.25, 0.12], [0.20, -0.10, 0.04], [0.37, -0.74, 0.13]],
  "lowdin_spin": [1.249, 0.029, 0.230, 0.102, 0.138, 0.158, 0.039, 0.025, 0.001, 0.024, 0.043, 0.028, 0.015, 0.000, 0.021, 0.021, 0.075, 0.202, 0.001, 0.044, 0.131, 0.000, 0.040, 0.132, -0.019, 0.000, -0.016, 0.000, 0.277, 0.097, 0.069, 0.000, 0.449, 0.003, 0.151, 0.000, 0.011, 0.013, 0.006, 0.001, 0.006, 0.000, 0.021, 0.000, 0.000, 0.000, -0.004, 0.004, 0.024, 0.000, 0.007, 0.015, 0.000, 0.000, 0.013, 0.012, 0.011, 0.004, 0.001, 0.009, 0.000, 0.000, -0.004, 0.001, 0.000, 0.004, 0.010, 0.000, 0.009, 0.000, 0.014, 0.003, 0.001, 0.003, 0.025, 0.007, 0.002, 0.009, 0.000, 0.000, 0.000, 0.000, 0.001, 0.000]
}

***

no.,molar mass (g mol⁻¹)
1,1010.26
2,711.35